(1)
The following is a quantum chemistry calculation of a molecular structure, C32H27BrN6O4SSr in a non-equilibrium geometry, from the Open Molecules 2025 dataset.

Structure (ORCA input):
```
! RIJCOSX wB97M-V def2-TZVPD def2/J DEFGRID3
* xyz 0 1
Sr 0.94301 -0.18366 -0.23463
Br -3.45925 6.39626 -0.75479
S 1.11464 0.49012 2.29710
O -0.22192 0.83438 2.71570
O 1.60558 1.30397 1.17360
O 4.06449 -0.11594 1.18179
O 2.84538 -1.05827 -0.49587
N -1.19248 -1.47035 -1.06065
N 0.13923 -0.89928 -4.20120
N -1.74338 -3.62189 -0.22109
N 1.09422 -1.03044 1.82174
N -1.34519 0.77923 -0.33555
N -0.03832 -0.95536 -2.92580
C -4.03045 -4.25381 0.17295
C 2.21449 0.70964 3.66361
C 3.26419 1.60335 3.56017
C -3.25688 2.28525 -0.43012
C -4.28136 -2.36479 -1.75350
C 4.05637 1.83867 4.67259
C -2.03126 -2.43432 -3.15559
C -2.71583 -4.44532 0.32213
C 1.20596 -0.11839 -4.58530
C -3.72442 3.57578 -0.51511
C -1.04604 -1.66115 -2.44645
C -1.88976 -2.38096 -0.26402
C -1.44103 4.39921 -0.58929
C 3.33742 1.40507 -5.52831
C 2.74877 0.28396 5.95006
C 3.37662 0.87520 -4.24332
C -4.21369 -1.67273 -0.41183
C 3.21311 -0.85681 0.69454
C -2.88174 -1.35403 0.21858
C 1.18669 0.39479 -5.88921
C -4.71131 -3.09628 -0.45817
C 3.80456 1.19226 5.87852
C -2.81588 4.62602 -0.60818
C 2.32301 0.12065 -3.76533
C 1.94930 0.04088 4.84757
C -0.97331 3.11279 -0.48714
C 4.63627 1.49398 7.09520
C -3.28013 -2.79445 -2.77887
C -2.11454 -0.33229 -0.71227
C 2.23951 1.16071 -6.34729
C 2.35362 -1.69339 1.74835
C -1.86521 2.01328 -0.42348
H 0.08927 2.90942 -0.45322
H 5.52763 2.05780 6.82489
H 2.25420 -2.70294 1.34392
H 4.88288 2.53539 4.60359
H -4.96516 -0.90245 -0.25744
H 2.54808 -0.23047 6.88234
H 4.24393 1.03530 -3.61601
H -2.75424 -0.09228 -1.57125
H 2.94265 -1.70116 2.67324
H 1.11980 -0.65357 4.89875
H -3.76803 -3.46013 -3.48580
H -2.92102 -1.12378 1.28147
H 4.05928 2.09336 7.80277
H 0.32502 0.19730 -6.51346
H -2.33791 -5.35312 0.77487
H 4.16668 1.99543 -5.89504
H 2.39034 -0.35749 -2.79471
H -5.78638 -3.18785 -0.37402
H -5.17596 -2.08168 -2.30149
H 2.21600 1.56395 -7.35124
H 3.45249 2.09018 2.61415
H -4.69713 -5.03089 0.52333
H -0.75696 5.23332 -0.65395
H -1.68781 -2.80076 -4.11616
H -3.96309 1.47049 -0.32752
H 4.93901 0.57911 7.60498
H -4.78666 3.77599 -0.50878
*
```

The LUMO energy (alpha / beta) comes out at -0.0751 / -0.0943 hartree. Its gap between HOMO and LUMO (alpha / beta) is 5.37 / 4.85 eV. The value obtained for the energy above the lowest of the compared OMol25 structures with the same formula, charge and spin is 174.8 kcal per mole. Its molar mass is 759.20 g/mol.

(2)
The following is a quantum chemistry calculation of a molecular structure, C32H27F2N2OPdSSb, from the Open Molecules 2025 dataset.

Structure (ORCA input):
```
! RIJCOSX wB97M-V def2-TZVPD def2/J DEFGRID3
* xyz -2 1
Sb 1.31042 3.46467 3.22075
Pd 0.07180 -0.40838 0.68791
S 0.77467 2.26962 1.22764
F 1.12848 -4.53216 4.04280
F 4.59211 -3.01146 1.31126
O -1.55529 0.12304 -1.04690
N -1.92051 2.24951 -0.33407
N 1.90394 -0.27569 -0.44464
C -1.92924 0.90089 -0.15763
C 2.15746 0.69640 -1.31586
C -0.37149 6.17487 3.08455
C 4.48976 0.40159 -1.06944
C -0.84321 0.37697 6.70967
C 0.02069 2.06952 4.59129
C 3.49994 4.40373 0.98958
C -1.74026 4.22567 3.14971
C -0.53600 2.57875 5.77239
C -2.87756 5.01547 3.01690
C -1.50493 6.97729 2.94868
C 1.56370 -3.66526 3.08682
C 3.43852 1.06521 -1.67551
C 3.29449 -2.88878 1.71884
C -1.57287 -0.63357 1.80857
C 2.91440 -0.93388 0.14473
C -0.45533 4.78846 3.19569
C -0.28860 -0.16223 5.55255
C 2.61276 5.13503 1.80351
C 0.69087 -2.73993 2.56712
C 2.91281 6.50549 1.88051
C -0.96787 1.75922 6.81417
C 4.23531 -0.60681 -0.15599
C 0.13052 0.67772 4.51911
C 4.56879 4.97530 0.30462
C -2.53690 0.36079 1.13429
C 2.88138 -3.77954 2.68622
C -2.76621 6.40090 2.91644
C 1.12315 -1.85304 1.57723
C 4.81921 6.34316 0.40349
C 2.47185 -1.92526 1.15482
C 3.98099 7.10629 1.20431
H -1.84014 3.14584 3.20267
H -1.69238 2.75857 0.51841
H 2.31178 7.16934 2.49912
H -1.40344 2.19571 7.70862
H 0.54395 0.23414 3.62009
H -0.32498 -2.70541 2.94201
H 4.15576 8.17458 1.30424
H 1.28704 1.19789 -1.71691
H -0.18786 -1.23921 5.45054
H 3.55382 -4.51421 3.10389
H -1.16780 -0.26937 7.51866
H 5.64996 6.79797 -0.12600
H -1.95467 -1.65460 1.78690
H 3.59533 1.88360 -2.36492
H 5.04339 -1.11424 0.34319
H -2.77857 1.20223 1.78489
H -1.35771 -0.34864 2.83607
H -1.29729 2.53452 -1.07758
H 5.21123 4.35300 -0.31464
H -3.85607 4.54622 2.98249
H 5.51343 0.68294 -1.28775
H 3.33106 3.33353 0.87289
H -3.65079 7.01858 2.80473
H -3.47070 -0.11810 0.82657
H 0.59924 6.64747 3.08966
H -1.39416 8.05281 2.85743
H -0.64923 3.65719 5.88654
*
```

The LUMO energy comes out at 0.1723 hartree. Its gap between HOMO and LUMO is 5.17 eV. The value obtained for the energy above the lowest of the compared OMol25 structures with the same formula, charge and spin is 0.0 kcal per mole. Its molar mass is 753.82 g/mol.

(3)
The following is a quantum chemistry calculation of a molecular structure, C32H27F6GeMnN4O4S3 in a non-equilibrium geometry, from the Open Molecules 2025 dataset.

Structure (ORCA input):
```
! RIJCOSX wB97M-V def2-TZVPD def2/J DEFGRID3
* xyz 2 1
Ge -1.16530 1.34341 3.07022
Mn 1.07327 -0.87500 -1.90130
S 0.94559 2.67547 1.09274
S 0.95505 1.63043 -1.61817
S 3.08591 -2.16351 -1.49508
F 2.22489 3.47404 -2.95735
F 3.17767 3.77484 1.90702
F 0.12861 3.22593 -3.48692
F 3.26791 3.21484 -0.18393
F 3.33865 1.67974 1.34464
F 1.59022 1.74211 -4.10666
O 0.44287 3.96623 1.54967
O -0.13043 0.66721 -2.05221
O 0.95544 -1.27216 0.99623
O 2.15321 0.72384 -1.44039
N 1.73077 -4.46366 -0.92523
N 0.52959 -3.97058 -1.43641
N 0.64259 2.61517 -0.55976
N 3.97285 -4.42694 -0.59484
C 2.83211 2.87339 1.01464
C -2.71675 -2.09778 -5.12955
C -0.11303 2.42662 4.19219
C 1.21139 -1.74677 -3.63734
C -0.60533 -2.36246 4.83038
C 1.23355 2.10136 4.38395
C -0.41959 -1.05808 4.40525
C 2.27397 -1.54681 -4.46460
C -0.65751 3.56864 4.77884
C 1.48515 4.05674 5.75758
C 2.02933 2.92215 5.16829
C -1.41706 -0.41773 3.65526
C -2.50752 3.17678 1.32690
C 0.14775 4.37803 5.56660
C -0.12882 -1.87543 -4.09406
C 2.87532 -3.77084 -0.97889
C -3.59348 2.50893 -0.70964
C 2.03230 -1.44289 -5.85915
C -1.66906 -1.88465 -5.97771
C -2.79339 -2.39298 3.80608
C -0.34693 -1.75791 -5.48571
C 0.91404 -1.34103 -0.13920
C 0.76217 -1.53421 -6.34619
C -2.54548 0.83906 0.66245
C -2.49737 -2.19753 -3.73769
C -1.78913 -3.02709 4.52872
C -2.60889 -1.09421 3.35886
C -1.23194 -2.09861 -3.23174
C -3.25125 1.18113 -0.47862
C 1.25070 2.61783 -3.16101
C -3.22487 3.50317 0.18924
C -2.16853 1.83743 1.57246
H -3.49088 4.53430 -0.00107
H 0.16144 -2.85518 5.41311
H 1.78131 -5.44316 -0.67044
H -2.20157 3.95763 2.00992
H 0.49165 -0.53787 4.66836
H 3.28455 -1.44945 -4.09279
H -1.83376 -1.81569 -7.04614
H -1.93845 -4.04075 4.87716
H -4.15630 2.77060 -1.59627
H -0.22578 -4.24434 -0.81857
H 2.10765 4.69351 6.37168
H 1.66972 1.22034 3.92507
H 3.97482 -5.41216 -0.38575
H 0.35707 -4.33357 -2.37027
H -2.29077 -0.19686 0.84668
H -3.53734 0.41584 -1.18851
H -1.69828 3.83341 4.63331
H 0.57920 -1.42717 -7.40844
H -3.72353 -2.90620 3.60095
H -3.71999 -2.19981 -5.52045
H -0.26770 5.26671 6.02240
H -3.40216 -0.60103 2.81202
H 2.86875 -1.27514 -6.52437
H 3.07329 2.67923 5.31713
H -3.33696 -2.37846 -3.07841
H 4.85689 -3.94496 -0.60117
H -1.06405 -2.21543 -2.16393
*
```

The LUMO energy (alpha / beta) comes out at -0.2364 / -0.2304 hartree. Its gap between HOMO and LUMO (alpha / beta) is 6.91 / 7.09 eV. The value obtained for the energy above the lowest of the compared OMol25 structures with the same formula, charge and spin is 8.6 kcal per mole. Its molar mass is 869.33 g/mol.